Entry 1:
Computed, not measured: 8 unconnected molecules or ions with the total composition H17O8 at a distorted geometry, with the ωB97M-V functional and the def2-TZVPD basis.

Element x y z (Å)
O -0.84804 0.35332 -0.27164
H -0.39204 1.17732 -0.07264
H -0.26604 -0.10468 -0.85864
H -1.12804 -0.34068 0.35736
O 1.02496 2.49932 -1.33564
H 0.82596 2.54432 -2.23264
H 1.78996 3.21632 -1.30164
O 0.82796 -1.88068 0.17036
H 1.29896 -2.52568 -0.40564
H 1.16896 -1.98468 1.11336
O -2.15204 -2.37168 -1.09164
H -2.38504 -3.25768 -1.37964
H -1.40204 -2.70468 -0.72464
O -0.89304 2.09332 2.09736
H -0.13904 2.68732 2.51236
H -1.58604 2.07732 2.86736
O -1.47304 -0.84368 1.88936
H -1.67604 -0.23368 2.58836
H -1.94504 -1.69668 1.98836
O 1.98496 1.21532 0.85836
H 2.80896 0.82032 0.58936
H 1.84896 1.87532 0.18736
O 0.59396 -0.73368 -2.57964
H 1.18596 -0.20468 -2.85264
H 0.92596 -1.67668 -2.11264

Cartesian forces, eV/Å:
O -0.777 0.514 -1.732
H 0.046 0.478 1.418
H 1.255 -0.979 -1.999
H -0.345 0.333 2.273
O 3.085 2.449 2.149
H -0.961 -0.089 -2.655
H -2.357 -2.014 0.137
O 0.719 -0.811 0.828
H -0.185 0.437 1.250
H -0.527 0.075 -1.951
O -2.653 0.383 -1.375
H -1.539 -0.032 -0.876
H 4.327 -0.345 2.417
O 0.312 1.627 3.448
H -2.193 -1.873 -1.285
H 1.851 0.290 -2.212
O 0.049 -1.519 -0.948
H -0.255 0.175 0.496
H 0.184 0.969 0.255
O -0.202 -0.220 0.604
H 0.507 -0.394 0.084
H -0.250 0.290 -0.349
O -6.988 -9.751 5.534
H 7.674 5.403 -2.967
H -0.779 4.606 -2.543

Summary:
- charge = +1
- maximum force (hartree/bohr) = 0.2569
- ΔE to the lowest compared entry with this formula, charge and spin (kJ/mol) = 326.9
- E (eV) = -16647.566
- HOMO level (eV) = -14.682
- LUMO (eV) = -3.1

=====

Entry 2:
Computed, not measured: a single C4H4ClNOS molecule at a distorted geometry, with the ωB97M-V functional and the def2-TZVPD basis.

Element x y z (Å)
C 0.03638 0.96895 -0.00942
C -0.30823 -0.30742 0.29567
C 2.53501 0.14110 -0.00422
C -1.74661 -0.49528 0.36294
N 0.50848 -1.31129 0.69968
O -0.31057 1.85947 -0.86727
S 2.08198 -1.32160 0.73452
Cl 4.07608 0.62042 -0.22543
H -2.27998 0.48347 0.32207
H -2.03775 -0.95345 -0.63495
H -2.03214 -1.30239 1.09879
H -0.52266 1.61801 -1.77236

Cartesian forces, eV/Å:
C 1.913 0.051 0.117
C 2.945 -1.236 0.509
C -3.772 -1.661 0.448
C -2.352 -1.401 -1.438
N -2.926 0.324 -0.088
O 0.334 1.030 0.580
S 1.664 2.473 -1.087
Cl 1.810 0.448 0.073
H 0.092 -0.950 0.863
H 0.279 0.287 0.858
H 0.099 1.469 -0.388
H -0.087 -0.834 -0.448

Summary:
- maximum force (hartree/bohr) = 0.0806
- ΔE to the lowest compared entry with this formula, charge and spin (kJ/mol) = 564.1
- E (eV) = -31101.863
- HOMO level (eV) = -7.874
- LUMO (eV) = -0.2

=====

Entry 3:
Computed, not measured: a molecular structure, C35H36CuGeN3O2Se at a distorted geometry, with the ωB97M-V functional and the def2-TZVPD basis.

Element x y z (Å)
Cu 0.13681 0.81529 -0.87566
C -2.15749 -0.84681 3.15614
C -1.98919 -0.52331 1.70064
O -0.71569 -0.37981 1.23964
C -3.02089 -0.35621 0.87684
C -2.89019 0.04559 -0.54536
C -3.09219 -1.02441 -1.57396
N -2.62089 1.22859 -0.92836
N -2.57169 2.28119 -0.11886
C -1.49169 2.76199 0.39474
O -0.29109 2.26249 0.30364
C -1.67499 3.97239 1.22574
C -2.87679 4.67929 1.19574
C -3.07789 5.75889 2.03194
C -2.08859 6.15109 2.92124
C -0.88309 5.47059 2.94364
C -0.67379 4.39699 2.09754
H -1.70169 -1.81181 3.38684
H -3.20979 -0.87201 3.42004
H -1.65239 -0.09021 3.75494
H -4.02689 -0.46151 1.26304
H -3.99809 -1.59401 -1.37276
H -2.24609 -1.70911 -1.53256
H -3.14269 -0.59131 -2.56906
H -3.64529 4.36429 0.50624
H -4.01559 6.29859 1.99454
H -2.25949 6.98579 3.58804
H -0.10619 5.78129 3.63074
H 0.26891 3.87129 2.10604
C -0.19939 -3.72601 -3.44236
C 1.12581 -3.17801 -2.89376
C 2.06701 -2.86081 -4.06276
C 1.78541 -4.20211 -1.96596
C 0.86901 -1.94251 -2.15096
C 0.65741 -0.90651 -1.56076
H -0.02779 -4.63851 -4.01626
H -0.66249 -2.99011 -4.09736
H -0.89169 -3.94631 -2.63046
H 2.28171 -3.76771 -4.62996
H 3.00241 -2.44791 -3.68776
H 1.60631 -2.13101 -4.72646
H 1.96461 -5.13641 -2.49546
H 1.15211 -4.39961 -1.10336
H 2.73721 -3.81321 -1.61316
Se 0.57931 2.30059 -2.72616
C -0.43969 1.55789 -4.12826
C -0.96229 0.26809 -4.07236
C -1.67589 -0.21511 -5.14886
N -1.90509 0.46999 -6.26296
C -1.40979 1.70049 -6.31006
C -0.68839 2.29089 -5.29226
H -0.79179 -0.33511 -3.19586
H -2.09179 -1.21811 -5.12376
H -1.60569 2.24149 -7.23046
H -0.31959 3.30239 -5.39436
Ge 0.73841 -1.31431 1.65154
C 2.41181 -0.58311 0.92564
C 2.73651 0.76419 0.98344
C 3.98871 1.20099 0.58604
C 4.92741 0.29489 0.12354
C 4.60901 -1.05051 0.05764
C 3.36261 -1.48491 0.46824
C 0.93681 -1.32401 3.64494
C 0.87471 -2.50071 4.37934
C 0.97161 -2.48271 5.75934
C 1.14731 -1.27991 6.42344
C 1.24551 -0.10171 5.70114
C 1.14481 -0.12841 4.32254
H 0.45841 -2.75061 1.19324
H 1.99921 1.47869 1.31984
H 4.23011 2.25459 0.62664
H 5.90651 0.63669 -0.18686
H 5.33231 -1.76041 -0.32016
H 3.11261 -2.53721 0.43224
H 0.72921 -3.43671 3.85244
H 0.89851 -3.40451 6.32144
H 1.20471 -1.26251 7.50164
H 1.39091 0.83699 6.21734
H 1.19981 0.79309 3.75594

Cartesian forces, eV/Å:
Cu -0.243 0.047 -0.030
C 0.191 -0.031 -0.253
C -0.284 -0.204 0.110
O -0.028 0.548 -0.134
C -0.010 0.316 -0.112
C 0.110 -0.110 0.397
C 0.149 0.142 -0.074
N 0.505 -0.463 -1.388
N -0.475 0.871 1.247
C 0.048 -1.048 -0.634
O 0.172 0.132 0.062
C -0.008 0.398 0.341
C 0.051 -0.048 -0.079
C -0.085 0.091 0.043
C -0.008 0.104 0.064
C -0.015 0.180 0.153
C -0.018 -0.231 -0.226
H -0.062 0.001 0.119
H -0.087 -0.017 -0.009
H 0.011 0.009 0.115
H -0.009 -0.030 0.154
H -0.120 -0.061 0.065
H 0.100 -0.193 -0.031
H -0.025 0.048 -0.043
H -0.016 -0.071 -0.025
H -0.035 0.016 0.004
H 0.021 0.054 0.029
H 0.055 -0.013 0.000
H 0.053 -0.113 -0.038
C 0.106 0.008 0.049
C 0.001 -0.051 -0.129
C -0.057 -0.059 0.051
C -0.082 0.069 -0.087
C 0.051 -0.198 0.132
C -0.257 0.523 0.222
H 0.020 -0.072 -0.027
H -0.052 0.044 -0.034
H -0.037 -0.013 0.047
H 0.032 -0.081 -0.069
H 0.048 0.048 -0.020
H 0.017 0.062 -0.037
H 0.029 -0.152 -0.068
H -0.056 -0.039 0.088
H 0.133 0.006 0.075
Se 0.109 0.236 0.023
C 0.060 -0.059 -0.114
C -0.036 0.108 0.016
C -0.018 -0.112 0.064
N -0.212 -0.159 -0.355
C -0.012 0.148 -0.163
C 0.105 -0.061 0.193
H -0.090 -0.082 -0.101
H -0.006 -0.046 0.066
H 0.023 0.115 0.005
H 0.012 0.036 -0.019
Ge 0.750 -0.541 0.736
C -0.531 -0.095 0.356
C -0.187 0.092 0.085
C 0.106 0.148 -0.058
C 0.089 0.101 -0.032
C 0.084 -0.128 -0.016
C -0.155 -0.198 0.080
C 0.038 0.062 -0.749
C -0.066 -0.082 -0.315
C -0.006 -0.109 0.169
C 0.006 -0.043 0.038
C 0.017 0.096 0.126
C -0.061 0.108 -0.225
H 0.129 -0.104 0.019
H -0.098 0.184 0.021
H -0.022 0.044 0.001
H -0.003 0.016 -0.036
H 0.040 -0.054 0.008
H 0.043 -0.094 -0.112
H -0.028 -0.104 0.075
H 0.014 -0.043 0.015
H 0.032 0.010 0.109
H 0.007 0.071 0.018
H 0.033 0.119 0.053

Summary:
- charge = -1
- maximum force (hartree/bohr) = 0.0310
- ΔE to the lowest compared entry with this formula, charge and spin (kJ/mol) = 147.0
- E (eV) = -211946.000
- expectation value of S² = 0.758
- 2S+1 = 2
- HOMO level (alpha / beta) (eV) = -4.503 / -4.380
- LUMO (alpha / beta) (eV) = 2.5 / 2.1